64
Properties=species:S:1:pos:R:3:forces:R:3 method="wB97M-V/def2-TZVPD" homo_energy_ev=-7.924 smiles="COc1cc(O)c([C@H](CC(=O)N2CCOCC2)c2cc(OC)c(OC)c(OC)c2)c(OC)c1" max_force_ev_per_a=0.68 lumo_ev=0.6960 charge=0 relative_energy_kj_mol=121.45 orbital_gap_ha=0.3168
C 0.90236 4.46212 3.48341 0.14 0.08 0.17
O 0.04919 3.96610 2.48060 -0.13 -0.23 -0.29
C 0.37359 2.78259 1.88987 0.09 -0.23 -0.06
C 1.45954 1.99917 2.23003 0.08 0.21 0.28
C 1.69292 0.79602 1.56344 -0.28 0.09 -0.22
O 2.77641 0.08830 1.96780 -0.02 -0.06 0.12
C 0.82368 0.35379 0.56703 0.20 -0.25 -0.09
C 0.97997 -1.00045 -0.09934 0.04 0.19 -0.07
C 1.60600 -0.81314 -1.49108 0.03 -0.16 0.32
C 2.93466 -0.11926 -1.28127 -0.23 0.03 -0.42
O 3.74973 -0.60476 -0.50267 0.19 -0.34 0.32
N 3.22489 1.01496 -1.95049 0.17 0.02 0.00
C 2.35546 1.80375 -2.78774 -0.23 0.24 -0.01
C 1.88290 3.03893 -1.99330 -0.17 -0.01 -0.18
O 2.82361 3.41288 -1.01079 0.02 -0.03 0.21
C 4.14794 3.22137 -1.44324 0.09 0.04 -0.15
C 4.45223 1.72117 -1.61601 0.20 0.03 0.28
C -0.34486 -1.72705 -0.10100 -0.18 -0.43 -0.07
C -1.03147 -1.80032 1.10835 -0.13 -0.06 0.20
C -2.26188 -2.42441 1.18694 0.01 0.02 0.03
O -3.00767 -2.48878 2.33199 -0.07 -0.15 -0.57
C -2.53517 -1.82276 3.47653 0.11 0.12 0.23
C -2.83006 -3.03470 0.04954 -0.28 -0.26 0.00
O -4.08015 -3.62972 0.12762 0.37 0.57 -0.07
C -4.17046 -4.75727 0.97469 -0.01 -0.29 0.17
C -2.13362 -2.97100 -1.15820 0.03 0.02 0.10
O -2.52617 -3.47187 -2.36359 0.20 0.19 0.22
C -3.71298 -4.22021 -2.50003 -0.38 -0.17 -0.16
C -0.90023 -2.31323 -1.21507 0.05 -0.05 0.15
C -0.24269 1.18704 0.19630 0.07 0.25 0.20
O -1.00035 0.75193 -0.85647 0.52 0.10 0.28
C -2.24747 1.35719 -1.08652 -0.27 0.12 -0.09
C -0.47375 2.37975 0.85722 -0.30 0.06 -0.15
H 0.47195 5.41323 3.79360 0.07 -0.06 0.01
H 1.91355 4.62790 3.09956 -0.03 -0.02 0.02
H 0.94641 3.78665 4.34376 0.01 0.02 -0.04
H 2.15881 2.27744 2.99972 0.08 0.08 0.09
H 3.15354 -0.42082 1.22439 -0.05 0.11 -0.06
H 1.67403 -1.60347 0.49947 -0.11 0.12 -0.12
H 0.91097 -0.26529 -2.11741 0.00 -0.03 -0.07
H 1.81257 -1.78878 -1.93601 0.03 0.04 -0.10
H 2.93604 2.11542 -3.66423 -0.10 -0.07 0.04
H 1.49948 1.23274 -3.13695 0.07 0.05 -0.05
H 0.96525 2.82314 -1.44338 0.03 0.01 -0.13
H 1.70445 3.87640 -2.68633 -0.01 -0.10 0.05
H 4.78446 3.65204 -0.66942 0.04 -0.04 -0.14
H 4.32209 3.76571 -2.38400 0.02 0.00 0.08
H 5.19789 1.56822 -2.40488 0.01 0.02 0.08
H 4.82845 1.28822 -0.68732 -0.01 0.11 -0.19
H -0.59414 -1.33627 1.97722 0.00 0.06 0.14
H -3.30781 -1.95783 4.23246 0.09 0.04 -0.02
H -1.59663 -2.25599 3.83720 -0.03 0.04 -0.03
H -2.39237 -0.75381 3.29017 0.01 -0.04 0.00
H -3.45192 -5.53150 0.67943 -0.04 0.04 -0.02
H -4.00245 -4.49266 2.02023 -0.03 -0.04 -0.10
H -5.18382 -5.13714 0.85250 0.04 -0.06 0.03
H -4.59014 -3.65140 -2.18708 0.08 -0.09 -0.06
H -3.78157 -4.44883 -3.56414 0.00 -0.01 0.08
H -3.66874 -5.15542 -1.93546 -0.01 0.05 -0.01
H -0.41990 -2.28604 -2.17802 0.09 0.04 -0.16
H -2.73549 0.74126 -1.84071 -0.02 0.07 0.03
H -2.85943 1.37004 -0.18042 0.03 0.01 0.00
H -2.13923 2.37927 -1.46656 -0.01 -0.04 0.04
H -1.29241 3.02942 0.59804 -0.12 0.07 -0.07

***

68
Properties=species:S:1:pos:R:3:forces:R:3 method="wB97M-V/def2-TZVPD" homo_energy_ev="-17.377 / -17.161" max_force_ev_per_a=9.28 lumo_ev="-8.6945 / -13.0013" spin_multiplicity=4 charge=+3 orbital_gap_ha="0.3191 / 0.1529"
Au 0.86843 -0.80090 0.62276 -1.41 4.82 -0.65
N -0.48063 -2.86847 -3.82920 -0.33 -0.24 -0.53
C -0.25357 -2.27419 -2.45745 -0.46 -0.16 -0.16
C 0.67562 -3.22880 -1.69647 -0.05 -0.42 0.37
C 2.09091 -2.72541 -1.41027 0.00 0.23 -0.67
N 2.12886 -2.15425 -0.06968 0.75 -6.64 0.64
C 2.51943 -1.64902 -2.41030 0.34 -0.10 -0.05
C 1.59054 -0.43603 -2.32186 -0.06 -0.74 -0.77
N 1.64073 0.08804 -0.96262 -0.53 2.56 -3.54
C 0.14556 -0.80639 -2.65854 -0.06 0.36 -0.06
H -0.84541 -3.82842 -3.76230 0.11 0.11 -0.05
H 0.38441 -2.89898 -4.38288 -0.17 -0.05 0.03
H -1.17473 -2.32455 -4.35940 0.17 -0.14 0.02
H -1.25106 -2.31241 -2.00431 0.17 0.06 -0.04
H 0.76274 -4.18364 -2.23374 -0.08 0.22 0.03
H 0.18255 -3.50648 -0.75377 0.15 -0.02 -0.16
H 2.79060 -3.56805 -1.44762 -0.09 0.13 0.02
H 3.04549 -2.00884 0.21394 2.54 0.77 0.38
H 1.87297 -3.06933 0.80736 1.74 2.01 -3.71
H 2.50883 -2.05693 -3.42872 0.06 0.14 0.08
H 3.55525 -1.34303 -2.21018 -0.16 -0.09 -0.12
H 1.93415 0.34671 -3.00766 -0.01 -0.11 0.16
H 0.94829 1.17722 -0.88376 1.26 -1.11 -0.89
H 2.49717 0.51054 -0.79037 2.42 0.86 0.56
H -0.04528 -0.49891 -3.69622 0.05 -0.16 0.14
H -0.54399 -0.18167 -2.07269 0.54 -0.54 -0.38
C -1.46622 5.60326 -0.58742 0.20 -0.39 0.00
C -0.38837 5.03877 -1.27347 -0.06 -0.24 0.18
C 0.02872 3.73824 -0.97484 -0.49 0.51 0.22
C -0.62651 2.99200 0.01548 0.75 1.63 -1.44
C -1.71494 3.56656 0.69943 -0.02 0.23 -0.14
C -2.12968 4.86705 0.39696 0.49 -0.41 -0.09
P -0.03963 1.31223 0.35250 -4.05 3.69 1.75
C 0.58748 1.75092 1.98510 0.00 -0.50 -0.08
C 1.96564 1.95736 2.14169 1.24 0.28 1.13
C 2.49222 2.29219 3.39292 0.09 -0.28 -1.76
C 1.64555 2.41933 4.49691 -0.27 0.02 0.28
C 0.27210 2.20887 4.35091 -0.89 -0.22 -1.03
C -0.25766 1.87367 3.10082 -0.14 0.12 2.11
C -1.64210 0.57394 -0.01507 -0.63 -0.97 0.58
C -2.32492 -0.15792 0.96753 -0.66 -0.23 -0.64
C -3.56478 -0.73662 0.67883 0.12 0.27 -0.15
C -4.12693 -0.59168 -0.59249 0.37 0.08 0.23
C -3.44793 0.12932 -1.57850 0.48 0.02 0.32
C -2.20782 0.70868 -1.29338 -0.64 0.15 0.24
H -1.78907 6.60972 -0.82046 0.00 -0.03 0.00
H 0.12407 5.60869 -2.03772 0.00 -0.01 0.03
H 0.86547 3.31266 -1.51460 0.11 0.03 -0.09
H -2.25124 3.01504 1.45587 -0.15 -0.10 0.03
H -2.96800 5.30337 0.92462 0.02 -0.07 0.03
H 2.63234 1.86099 1.29376 0.10 0.07 0.03
H 3.55657 2.45239 3.50649 -0.02 0.03 -0.04
H 2.05382 2.67794 5.46543 0.02 -0.04 0.03
H -0.38272 2.30343 5.20756 -0.02 0.02 -0.05
H -1.32066 1.70898 3.01682 -0.07 -0.05 -0.01
H -1.90054 -0.28651 1.95348 -0.17 -0.08 0.13
H -4.08894 -1.29942 1.44040 0.02 0.05 0.02
H -5.08633 -1.04079 -0.81439 0.01 0.01 0.02
H -3.88178 0.23808 -2.56409 0.00 0.07 0.01
H -1.69022 1.26278 -2.06635 -0.21 0.32 0.06
F 0.84098 -2.32202 1.68568 -1.45 -6.64 6.32
P 0.81718 -3.73052 2.66874 -1.87 -5.70 7.02
F 1.96232 -3.01061 3.72768 -2.18 -0.82 -2.92
F 2.09737 -4.40011 1.73938 -1.91 2.11 0.33
F 0.79364 -5.13927 3.65162 0.19 3.26 -2.54
F -0.46322 -3.06064 3.59799 2.55 -0.63 -2.46
F -0.32810 -4.45018 1.60964 2.42 2.09 1.21
H -0.19499 -0.55803 1.81447 -0.13 0.57 0.47

***

73
Properties=species:S:1:pos:R:3:forces:R:3 method="wB97M-V/def2-TZVPD" homo_energy_ev=-13.482 max_force_ev_per_a=3.91 lumo_ev=-5.1000 charge=+2 relative_energy_kj_mol=92.61 orbital_gap_ha=0.3080
Y 0.49626 -0.29021 1.27916 3.73 -0.73 0.90
C 6.03202 0.08871 0.19719 0.48 0.06 0.00
O 4.75119 -0.54294 0.15082 -0.44 -0.14 0.07
C 3.71103 -0.08260 0.80381 -0.05 0.17 0.03
O 2.61634 -0.63209 0.62085 0.73 -0.23 -0.36
N 3.85090 0.98057 1.62552 0.20 0.13 0.29
N 2.71393 1.45381 2.31672 0.03 -0.08 0.14
H 6.61375 -0.40968 -0.57577 -0.02 0.09 0.13
H 6.50819 -0.07629 1.16662 -0.05 0.04 -0.05
H 5.96191 1.15089 -0.03717 -0.06 -0.01 0.01
H 4.77227 1.30211 1.90973 -0.27 -0.13 -0.13
H 2.72645 2.47440 2.34696 0.00 -0.23 -0.25
H 2.69788 1.12044 3.28550 0.21 -0.03 -0.36
O -1.49152 -0.34606 1.37808 -2.86 -0.24 -0.57
N -2.20520 -0.52260 0.31936 -1.17 -0.01 -0.55
N -1.56281 -0.80016 -0.72997 0.42 0.03 1.08
O -0.25007 -0.92278 -0.73498 -0.40 0.05 -0.10
C -2.27977 -0.94309 -1.93231 -0.67 -0.24 -1.23
C -3.66960 -1.01798 -1.89380 0.09 -0.02 -0.01
C -4.36367 -1.11526 -3.08272 0.10 -0.02 -0.10
C -3.68362 -1.12716 -4.29434 -0.01 -0.01 0.02
C -2.29925 -1.07642 -4.31879 -0.10 -0.04 0.00
C -1.58698 -0.98290 -3.13699 0.09 0.00 0.40
H -4.18768 -0.98235 -0.94997 -0.07 -0.03 0.05
H -5.43876 -1.18652 -3.06626 -0.14 0.05 0.01
H -4.23935 -1.16878 -5.21782 -0.04 -0.08 -0.10
H -1.76925 -1.10685 -5.25835 0.03 0.04 -0.08
H -0.51050 -0.90614 -3.13381 0.04 -0.03 -0.02
N 0.08208 -5.61020 0.36908 -0.02 -0.44 -0.24
C 1.42139 -5.05425 0.69844 0.79 0.61 -0.02
C 1.39095 -3.53246 0.51497 0.18 -0.25 0.02
N 0.34993 -2.89861 1.32143 0.24 -0.12 0.31
C -0.95651 -3.49731 1.04850 -0.13 -0.11 0.11
C -0.95186 -5.01306 1.25638 -0.65 0.58 0.32
H 0.08752 -6.63380 0.45313 -0.04 0.21 -0.11
H -0.14182 -5.37042 -0.60604 0.02 -0.24 0.16
H 2.18461 -5.50091 0.05818 -0.21 -0.09 0.00
H 1.64721 -5.30481 1.73811 -0.12 -0.10 -0.11
H 1.21865 -3.26857 -0.53480 0.02 -0.03 0.04
H 2.36682 -3.12646 0.79366 -0.13 -0.08 -0.07
H 0.55560 -3.05273 2.31111 0.01 0.20 -0.10
H -1.23376 -3.27924 0.01219 -0.02 0.09 0.03
H -1.69707 -3.04494 1.71370 0.04 -0.09 -0.13
H -1.93132 -5.43857 1.03012 0.17 -0.07 -0.07
H -0.69292 -5.25250 2.28822 0.05 -0.14 -0.06
Te 1.00733 1.95623 -0.48900 -0.75 2.22 -0.93
C 0.70844 3.84687 0.49903 0.33 -0.44 -0.11
C -0.02293 3.91418 1.67702 -0.07 -0.35 0.07
C -0.33557 5.15038 2.21970 -0.06 0.01 0.02
C 0.09220 6.31206 1.59931 0.04 -0.05 -0.03
C 0.85427 6.24054 0.44358 -0.04 0.02 0.01
C 1.16258 5.00852 -0.11296 0.06 -0.13 -0.13
C -0.87382 2.16525 -1.49831 0.42 -0.18 -0.04
C -2.05231 2.21282 -0.76791 0.16 0.10 0.23
C -3.26474 2.33448 -1.42220 0.03 0.09 -0.02
C -3.29936 2.41570 -2.80536 0.07 -0.01 -0.01
C -2.12073 2.36849 -3.53176 -0.04 0.07 -0.12
C -0.90218 2.24452 -2.88390 0.26 -0.01 0.15
H -0.37140 3.00630 2.16262 0.00 0.12 0.00
H -0.93200 5.20735 3.11615 -0.05 -0.02 0.13
H -0.17556 7.27086 2.01423 0.02 0.11 0.05
H 1.19394 7.14847 -0.03085 0.05 0.05 -0.08
H 1.73383 4.95397 -1.02928 0.03 0.04 -0.04
H -2.02875 2.16448 0.31290 -0.04 0.04 0.05
H -4.17644 2.37688 -0.84777 -0.13 0.01 0.06
H -4.24450 2.52677 -3.31184 -0.11 -0.01 -0.09
H -2.14332 2.43599 -4.60912 -0.02 0.02 -0.09
H 0.02390 2.21941 -3.44607 -0.07 0.00 -0.06
F 1.66012 -1.02900 3.17578 0.12 -0.02 0.32
B 0.47569 -0.58988 3.95574 0.31 -0.44 0.02
F -0.48141 -1.51606 3.58723 -0.37 -0.11 0.11
F 0.73483 -0.45307 5.23694 0.15 0.17 0.69
F 0.16429 0.65425 3.28242 -0.30 0.38 0.56